No. 1
Below is a structure of composition C18H30F3NO3RhS2Si, with properties calculated with ωB97M-V/def2-TZVPD.

Cartesian coordinates (Å):
1 Rh 0.242 -0.503 -2.112
2 F -4.191 -4.014 -4.710
3 C -3.657 -2.987 -4.042
4 F -4.181 -1.851 -4.530
5 F -4.034 -3.089 -2.756
6 C -2.155 -2.986 -4.160
7 C -1.465 -4.054 -4.706
8 C -0.074 -4.034 -4.733
9 C 0.587 -2.948 -4.199
10 N -0.078 -1.906 -3.693
11 C -1.421 -1.911 -3.661
12 S -2.049 -0.512 -2.845
13 H -2.007 -4.904 -5.097
14 H 0.486 -4.855 -5.155
15 H 1.667 -2.885 -4.195
16 C -0.213 3.358 -0.160
17 C 0.797 2.508 -0.918
18 C 0.563 2.573 -2.424
19 C 2.220 2.914 -0.563
20 O 0.588 1.104 -0.526
21 Si 0.679 0.282 0.895
22 S 0.414 -1.654 -0.139
23 O 2.148 0.433 1.482
24 C 2.766 0.117 2.759
25 C 2.379 -1.302 3.152
26 C 2.283 1.126 3.793
27 C 4.264 0.239 2.526
28 O -0.464 0.522 1.981
29 C -1.898 0.337 2.151
30 C -2.098 -1.010 2.830
31 C -2.345 1.475 3.059
32 C -2.624 0.402 0.815
33 H -0.067 4.412 -0.392
34 H -0.078 3.218 0.914
35 H -1.233 3.079 -0.428
36 H 0.803 3.563 -2.809
37 H -0.481 2.357 -2.659
38 H 1.218 1.857 -2.935
39 H 2.400 3.941 -0.880
40 H 2.946 2.262 -1.051
41 H 2.370 2.852 0.514
42 H 1.293 -1.384 3.253
43 H 2.835 -1.564 4.106
44 H 2.717 -2.013 2.395
45 H 1.201 1.053 3.914
46 H 2.533 2.139 3.475
47 H 2.760 0.935 4.754
48 H 4.590 -0.486 1.780
49 H 4.806 0.058 3.454
50 H 4.504 1.241 2.169
51 H -1.546 -1.037 3.770
52 H -1.746 -1.821 2.190
53 H -3.155 -1.167 3.044
54 H -1.754 1.467 3.975
55 H -3.397 1.356 3.318
56 H -2.208 2.435 2.561
57 H -2.320 -0.414 0.164
58 H -2.417 1.351 0.314
59 H -3.700 0.325 0.971

Output
- LUMO level (alpha / beta): -5.39 / -5.39 eV
- Charge: +1
- DFT total energy: -67493.657 eV

No. 2
Below is a structure of composition C18H30IrNO2P2, with properties calculated with ωB97M-V/def2-TZVPD.

Cartesian coordinates (Å):
1 Ir -0.125 -0.111 -0.047
2 P 1.396 -0.964 1.337
3 C 2.835 -1.045 0.157
4 C 2.411 -1.057 -1.265
5 N 1.207 -0.515 -1.563
6 C 0.818 -0.224 -2.829
7 C 1.586 -0.679 -3.893
8 C 2.817 -1.284 -3.634
9 C 3.247 -1.427 -2.313
10 C -0.470 0.560 -3.003
11 P -0.923 1.447 -1.429
12 H 4.198 -1.873 -2.052
13 H 1.222 -0.463 -4.893
14 H 3.445 -1.595 -4.457
15 H -0.355 1.312 -3.799
16 H -1.306 -0.111 -3.276
17 H 3.443 -0.119 0.315
18 H 3.544 -1.856 0.380
19 H 3.294 1.953 0.412
20 O 4.143 1.707 0.038
21 H 4.759 1.659 0.758
22 H 0.833 2.080 1.082
23 O 1.589 2.613 0.801
24 H 1.502 3.324 1.475
25 C -0.080 3.041 -1.598
26 H -0.194 3.421 -2.625
27 H -0.539 3.747 -0.895
28 H 0.980 2.940 -1.334
29 C -2.690 1.791 -1.443
30 H -2.884 2.539 -0.667
31 H -2.998 2.188 -2.417
32 H -3.271 0.895 -1.202
33 C 1.114 -2.702 1.817
34 H 2.014 -3.116 2.297
35 H 0.262 -2.699 2.521
36 H 0.863 -3.282 0.919
37 C 2.014 -0.123 2.826
38 H 1.266 -0.283 3.615
39 H 2.980 -0.535 3.157
40 H 2.121 0.957 2.640
41 C -1.613 -1.391 0.102
42 C -2.622 -0.967 1.154
43 C -3.937 -0.795 0.732
44 C -4.928 -0.513 1.663
45 C -4.603 -0.402 3.024
46 C -3.275 -0.570 3.438
47 C -2.275 -0.862 2.504
48 H -1.043 -2.318 0.337
49 H -2.017 -1.357 -0.930
50 H -4.168 -0.917 -0.326
51 H -5.953 -0.380 1.331
52 H -5.382 -0.169 3.755
53 H -3.016 -0.479 4.493
54 H -1.238 -0.990 2.811

Output
- LUMO level (alpha / beta): -5.82 / -9.23 eV
- Multiplicity: 5
- Charge: +2
- DFT total energy: -46137.126 eV

No. 3
Below is an isolated molecule of C18H30N2O2, with properties calculated with ωB97M-V/def2-TZVPD.

Cartesian coordinates (Å):
1 C 2.365 4.027 0.810
2 C 2.032 3.099 1.940
3 C 2.368 3.409 3.246
4 C 2.074 2.540 4.289
5 C 2.452 2.903 5.693
6 C 1.427 1.336 4.029
7 C 1.101 0.386 5.143
8 C 1.081 1.019 2.707
9 O 0.463 -0.196 2.530
10 C -0.046 -0.553 1.269
11 C -1.351 0.198 0.947
12 O -1.864 -0.061 -0.335
13 C -2.499 -1.313 -0.515
14 C -1.634 -2.379 -1.205
15 N -1.710 -2.261 -2.648
16 C -1.192 -3.432 -3.330
17 C -1.438 -3.296 -4.828
18 N -0.765 -2.115 -5.333
19 C -0.901 -1.993 -6.767
20 C -1.268 -0.943 -4.641
21 C -1.023 -1.082 -3.144
22 C 1.386 1.897 1.678
23 H 1.526 4.116 0.123
24 H 3.218 3.643 0.249
25 H 2.621 5.016 1.183
26 H 2.869 4.343 3.459
27 H 3.119 2.153 6.117
28 H 1.567 2.953 6.328
29 H 2.952 3.867 5.720
30 H 2.012 0.059 5.644
31 H 0.585 -0.484 4.754
32 H 0.468 0.871 5.886
33 H 0.689 -0.393 0.471
34 H -0.245 -1.626 1.350
35 H -1.163 1.275 0.972
36 H -2.094 -0.041 1.722
37 H -2.848 -1.692 0.453
38 H -3.368 -1.126 -1.153
39 H -0.594 -2.312 -0.843
40 H -2.029 -3.362 -0.934
41 H -1.713 -4.318 -2.956
42 H -0.109 -3.559 -3.154
43 H -1.040 -4.173 -5.344
44 H -2.528 -3.246 -5.007
45 H -0.349 -1.117 -7.104
46 H -0.475 -2.877 -7.242
47 H -1.950 -1.893 -7.090
48 H -0.740 -0.063 -5.018
49 H -2.350 -0.806 -4.817
50 H -1.406 -0.207 -2.620
51 H 0.065 -1.155 -2.965
52 H 1.131 1.667 0.655

Output
- LUMO level: 0.89 eV
- DFT total energy: -26227.246 eV

No. 4
Below is an isolated molecule of C18H30N2O3S, with properties calculated with ωB97M-V/def2-TZVPD.

Cartesian coordinates (Å):
1 C 3.044 4.472 1.750
2 C 3.915 3.271 1.401
3 C 3.157 2.241 0.568
4 C 4.023 1.034 0.215
5 C 3.230 -0.023 -0.550
6 C 4.079 -1.254 -0.854
7 C 3.346 -2.335 -1.651
8 C 2.171 -2.964 -0.888
9 C 0.814 -2.393 -1.300
10 C -0.281 -2.844 -0.353
11 S -0.060 -1.994 1.241
12 O 0.170 -0.598 1.017
13 O 0.859 -2.714 2.072
14 N -1.555 -2.246 1.996
15 N -2.736 -1.661 1.768
16 C -2.894 -0.829 0.814
17 C -4.198 -0.244 0.569
18 C -5.269 -0.472 1.430
19 C -6.505 0.096 1.197
20 C -6.684 0.908 0.090
21 C -5.638 1.148 -0.784
22 C -4.390 0.577 -0.562
23 O -3.316 0.742 -1.382
24 C -3.435 1.597 -2.493
25 H 2.169 4.153 2.313
26 H 3.599 5.188 2.352
27 H 2.704 4.972 0.846
28 H 4.267 2.800 2.321
29 H 4.794 3.609 0.847
30 H 2.802 2.712 -0.352
31 H 2.280 1.897 1.121
32 H 4.880 1.359 -0.381
33 H 4.409 0.591 1.136
34 H 2.867 0.409 -1.487
35 H 2.365 -0.302 0.053
36 H 4.962 -0.944 -1.420
37 H 4.428 -1.686 0.087
38 H 2.988 -1.912 -2.592
39 H 4.069 -3.114 -1.899
40 H 2.309 -2.811 0.182
41 H 2.155 -4.043 -1.064
42 H 0.845 -1.303 -1.281
43 H 0.574 -2.708 -2.319
44 H -0.237 -3.905 -0.130
45 H -1.272 -2.569 -0.704
46 H -1.518 -2.793 2.842
47 H -2.087 -0.509 0.162
48 H -5.096 -1.104 2.286
49 H -7.325 -0.088 1.874
50 H -7.645 1.362 -0.101
51 H -5.807 1.781 -1.641
52 H -3.693 2.616 -2.191
53 H -4.178 1.228 -3.208
54 H -2.453 1.600 -2.965

Output
- LUMO level: 0.54 eV
- DFT total energy: -39109.399 eV

- The highest DFT total energy belongs to which entry?
  C18H30N2O2

- Which of these has the lowest DFT total energy?
  C18H30F3NO3RhS2Si

- Which value of DFT total energy does entry 3 give?
  -26227.246 eV

- Which of these has the lowest DFT total energy?
  C18H30F3NO3RhS2Si